No. 1
97
Properties=species:S:1:pos:R:3:mulliken_charge:R:1 method="wB97M-V/def2-TZVPD" charge=+1 fmax_ev_per_a=5.364 e_lumo_ev=-5.1 homo_energy_ev=-12.34 orbital_gap_ev=7.21
C 5.46 -0.61 2.82 -0.81
C 5.86 0.42 1.60 -0.40
C 5.55 2.01 1.94 -0.65
C 4.10 2.51 1.34 0.06
C 3.14 3.23 2.50 -0.72
C 1.57 2.78 2.25 0.07
C 1.25 1.38 3.06 -0.87
C -0.36 1.07 2.96 0.83
C -1.23 1.46 4.33 -0.52
C -2.84 1.18 4.27 -0.58
C -3.47 0.58 2.89 -0.12
N -2.63 0.27 1.64 0.40
C -3.47 -0.24 0.46 -0.74
C -1.10 0.45 1.59 -0.24
C -0.30 0.04 0.23 0.66
F 1.17 0.06 0.27 -0.25
F -0.63 -1.34 -0.30 -0.26
C -0.72 1.08 -1.01 0.64
F -1.44 0.35 -2.12 -0.16
F -1.47 2.27 -0.54 -0.21
F 0.53 1.63 -1.66 -0.29
H 4.53 -0.22 3.45 0.12
H 6.36 -0.78 3.55 0.31
H 5.16 -1.68 2.37 0.27
H 7.03 0.32 1.41 0.30
H 5.24 0.17 0.62 0.23
H 6.38 2.64 1.40 0.30
H 5.66 2.26 3.10 0.32
H 3.49 1.57 0.96 -0.21
H 4.22 3.27 0.44 0.35
H 3.26 4.40 2.45 0.29
H 3.52 2.81 3.54 0.28
H 1.31 2.58 1.11 -0.01
H 0.79 3.58 2.67 0.18
H 1.94 0.47 2.71 0.09
H 1.54 1.55 4.21 0.50
H -0.70 1.91 5.30 0.22
H -3.52 1.44 5.19 0.41
H -4.65 0.41 2.88 0.32
H -4.62 -0.28 0.76 0.38
H -3.19 -1.33 0.12 0.23
H -3.41 0.56 -0.43 0.26
C -0.87 -3.05 -4.10 -0.35
C -0.92 -1.58 -4.49 -0.05
O -0.54 -1.54 -5.86 -0.34
S -1.04 -2.91 -6.59 1.11
O -2.30 -2.64 -7.25 -0.57
O 0.09 -3.52 -7.25 -0.53
O -1.36 -3.76 -5.23 -0.33
H 0.16 -3.37 -3.91 0.32
H -1.48 -3.27 -3.22 0.30
H -0.25 -0.96 -3.89 0.12
H -1.94 -1.18 -4.41 0.26
C 1.00 1.70 -5.76 -0.27
C -0.52 1.87 -5.66 0.07
O -0.81 3.03 -6.43 -0.38
S 0.27 3.14 -7.66 1.06
O -0.35 2.59 -8.85 -0.52
O 0.87 4.45 -7.63 -0.52
O 1.34 2.05 -7.09 -0.32
H 1.51 2.38 -5.08 0.35
H 1.31 0.67 -5.54 0.24
H -0.86 1.99 -4.63 0.13
H -1.04 1.02 -6.12 0.19
C -4.07 6.74 3.61 -0.40
C -3.54 5.84 2.49 -0.35
O -2.74 4.86 3.16 -0.21
S -3.38 4.57 4.63 1.14
O -4.20 3.39 4.54 -0.57
O -2.33 4.73 5.62 -0.59
O -4.36 5.87 4.70 -0.29
H -3.30 7.45 3.93 0.31
H -4.96 7.28 3.30 0.33
H -2.94 6.39 1.76 0.32
H -4.36 5.32 1.98 0.29
C -2.70 -2.56 7.45 -0.34
C -1.45 -3.43 7.30 -0.42
O -1.08 -3.30 5.93 -0.30
S -1.48 -1.82 5.40 1.29
O -0.31 -0.98 5.47 -0.56
O -2.28 -1.96 4.20 -0.55
O -2.47 -1.41 6.63 -0.28
H -3.59 -3.08 7.07 0.30
H -2.87 -2.26 8.49 0.31
H -1.64 -4.47 7.56 0.33
H -0.63 -3.04 7.91 0.30
C 0.79 -6.84 -6.32 -0.21
C 2.03 -6.00 -6.04 -0.17
O 2.61 -6.56 -4.87 -0.34
S 2.32 -8.17 -4.85 1.08
O 3.49 -8.84 -5.37 -0.53
O 1.71 -8.51 -3.59 -0.53
O 1.17 -8.18 -6.01 -0.33
H -0.04 -6.56 -5.67 0.25
H 0.48 -6.77 -7.37 0.31
H 1.79 -4.94 -5.88 0.15
H 2.76 -6.08 -6.85 0.32

---

No. 2
81
Properties=species:S:1:pos:R:3:mulliken_charge:R:1 method="wB97M-V/def2-TZVPD" charge=+1 fmax_ev_per_a=6.293 e_lumo_ev="-5.7 / -5.2" s2=1.051 homo_energy_ev="-8.22 / -7.67" spin_multiplicity=2 orbital_gap_ev="2.52 / 2.49"
V 0.60 1.13 0.50 -0.24
C 4.41 -0.06 -0.65 -0.93
C 4.60 0.96 -1.63 -0.23
C 3.87 2.14 -1.65 -0.76
C 2.97 2.39 -0.55 1.09
N 2.64 1.29 0.23 -0.05
C 3.48 0.17 0.29 -0.30
N 2.55 3.63 -0.30 -0.58
C 1.54 3.87 0.55 -0.21
N 0.71 2.93 1.15 0.11
C -0.21 3.54 1.94 0.24
N -1.03 2.93 2.80 -0.49
C -1.12 1.59 2.89 0.50
C -1.97 1.05 3.93 -0.94
C -1.94 -0.32 4.18 -0.19
C -1.14 -1.22 3.34 -1.06
C -0.54 -0.66 2.24 0.18
N -0.41 0.71 2.06 0.43
C 0.05 4.96 1.89 0.14
C -0.46 5.96 2.66 -0.39
C 0.11 7.22 2.59 -0.49
C 1.20 7.50 1.71 -0.60
C 1.66 6.47 0.87 -0.22
C 1.14 5.20 0.99 0.35
H 4.93 -1.04 -0.62 0.44
H 5.42 0.92 -2.35 0.55
H 4.12 3.02 -2.27 0.47
H 3.42 -0.41 1.18 0.60
H -2.43 1.82 4.56 0.50
H -2.40 -0.64 5.13 0.43
H -1.06 -2.25 3.72 0.43
H 0.22 -1.25 1.67 0.31
H -1.46 5.87 3.08 0.37
H -0.40 8.06 3.09 0.38
H 1.64 8.48 1.64 0.43
H 2.48 6.74 0.21 0.47
C 2.64 0.64 -4.48 -1.64
C 1.94 -0.11 -3.34 0.60
C 1.86 -1.54 -3.30 -0.68
C 1.00 -2.15 -2.40 0.47
C 0.97 -3.68 -2.40 -1.81
C 0.33 -1.38 -1.46 -0.36
C 0.31 0.03 -1.59 0.26
C 1.21 0.68 -2.47 -0.63
N -0.62 0.85 -0.85 0.41
C -1.86 1.29 -1.52 1.08
C -2.45 0.05 -2.18 -1.56
C -2.91 1.73 -0.44 -1.50
C -1.58 2.43 -2.46 -1.23
H 3.76 0.67 -4.41 0.30
H 2.33 1.67 -4.48 0.39
H 2.46 0.16 -5.47 0.46
H 2.49 -2.09 -4.02 0.49
H 0.80 -4.10 -3.37 0.42
H 0.14 -4.00 -1.76 0.45
H 1.86 -4.14 -1.95 0.30
H -0.30 -1.79 -0.63 0.39
H 1.35 1.74 -2.48 1.07
H -2.57 -0.76 -1.47 0.34
H -1.68 -0.26 -2.87 0.39
H -3.39 0.24 -2.71 0.51
H -3.00 1.10 0.44 0.27
H -3.94 1.74 -0.85 0.43
H -2.59 2.70 -0.06 0.29
H -0.66 2.28 -3.06 0.16
H -1.47 3.33 -1.88 0.32
H -2.34 2.55 -3.22 0.43
O -4.64 -3.06 1.40 -0.51
N -3.64 -2.71 2.02 0.40
O -3.40 -2.82 3.15 -0.43
Br -3.39 -7.52 -1.20 -0.14
C -2.50 -7.57 0.42 0.00
C -1.40 -8.44 0.63 -0.26
C -0.78 -8.42 1.90 -0.43
C -1.15 -7.45 2.80 -0.30
N -2.16 -6.58 2.56 -0.44
C -2.77 -6.61 1.42 -0.15
H -1.09 -9.07 -0.18 0.43
H -0.11 -9.19 2.16 0.42
H -0.55 -7.15 3.66 0.37
H -3.63 -5.97 1.33 0.50

---

No. 3
105
Properties=species:S:1:pos:R:3:mulliken_charge:R:1 method="wB97M-V/def2-TZVPD" charge=+1 de_lowest_kj_mol=172.9 fmax_ev_per_a=3.868 e_lumo_ev="-2.3 / -5.3" s2=0.778 homo_energy_ev="-9.74 / -9.75" spin_multiplicity=2 orbital_gap_ev="7.49 / 4.45"
Ca -1.00 0.59 -0.94 0.70
C -1.99 -4.97 -2.88 -1.59
C -1.23 -4.04 -3.77 1.38
C -2.20 -2.84 -4.12 -1.25
C -0.83 -4.70 -5.07 -2.24
N 0.00 -3.54 -3.07 0.59
C 1.29 -3.50 -3.58 -0.34
C 2.09 -3.26 -2.58 -1.13
N 1.38 -3.09 -1.39 0.30
B 2.24 -2.69 0.01 -0.01
N 3.01 -1.33 -0.27 0.89
C 4.34 -1.39 0.25 -1.29
C 5.00 -0.27 -0.12 -0.37
N 4.11 0.55 -0.80 0.43
C 2.92 -0.17 -1.00 -0.09
S 1.72 0.31 -2.03 -0.36
C 4.46 1.96 -1.36 1.36
C 3.36 3.06 -1.22 -1.37
C 4.76 1.78 -2.86 -1.57
C 5.73 2.38 -0.58 -1.98
N 1.46 -2.90 1.37 0.83
C 0.52 -3.81 1.58 -1.25
C 0.42 -4.01 2.91 -0.49
N 1.32 -3.17 3.58 0.55
C 1.82 -2.31 2.61 -0.08
S 2.72 -0.95 2.96 -0.13
C 1.68 -3.26 5.07 1.01
C 3.12 -3.68 5.27 -1.48
C 1.38 -1.94 5.85 -1.27
C 0.80 -4.35 5.69 -1.83
C 0.03 -3.18 -1.71 -0.18
S -1.29 -2.62 -0.79 -0.21
H -2.54 -5.69 -3.48 0.46
H -2.66 -4.52 -2.15 0.30
H -1.27 -5.58 -2.25 0.30
H -3.07 -3.31 -4.62 0.42
H -1.72 -2.26 -4.91 0.42
H -2.48 -2.27 -3.27 0.15
H -1.78 -5.07 -5.46 0.54
H -0.21 -5.56 -4.82 0.51
H -0.35 -4.03 -5.81 0.39
H 1.49 -4.01 -4.53 0.43
H 3.13 -3.06 -2.59 0.56
H 3.07 -3.55 0.05 -0.09
H 4.60 -2.27 0.89 0.57
H 6.06 0.02 -0.01 0.45
H 2.48 2.81 -1.91 0.16
H 3.80 4.00 -1.56 0.51
H 2.94 3.15 -0.20 0.31
H 3.80 1.77 -3.46 0.27
H 5.35 0.89 -2.95 0.42
H 5.43 2.63 -3.14 0.44
H 5.64 2.35 0.52 0.42
H 5.88 3.46 -0.82 0.45
H 6.67 1.85 -0.87 0.46
H 0.06 -4.34 0.77 0.92
H -0.13 -4.77 3.46 0.49
H 3.72 -3.00 4.64 0.35
H 3.24 -4.69 4.85 0.37
H 3.38 -3.71 6.33 0.44
H 1.96 -1.09 5.41 0.29
H 1.62 -1.99 6.95 0.41
H 0.26 -1.78 5.74 0.34
H 0.98 -5.32 5.13 0.43
H -0.27 -4.20 5.48 0.45
H 0.87 -4.50 6.81 0.35
F -2.83 2.41 -1.26 -0.24
As -2.87 2.17 -3.05 2.11
F -4.58 1.81 -3.05 -0.46
F -2.77 0.35 -2.46 -0.48
F -2.88 1.92 -4.78 -0.45
F -1.05 2.14 -2.99 -0.49
F -2.92 3.89 -3.33 -0.46
C -0.12 5.67 -1.39 -0.60
N -0.71 5.48 -0.06 0.39
C -1.21 6.54 0.68 -0.17
C -1.35 6.07 1.95 -0.71
N -0.92 4.75 1.97 0.21
C -0.50 4.37 0.73 -0.47
S 0.08 2.87 0.31 0.05
H 0.56 4.83 -1.51 -0.03
H 0.28 6.68 -1.45 0.39
H -0.92 5.48 -2.17 0.21
H -1.67 7.47 0.22 0.37
H -1.57 6.71 2.78 0.44
H -1.06 4.08 2.70 0.26
O -4.04 4.70 0.07 -0.32
C -5.15 4.54 0.92 -0.59
N -4.87 3.96 2.21 -0.14
C -3.95 2.98 2.58 0.25
O -3.14 3.21 3.48 -0.69
C -4.01 1.67 1.83 0.04
C -5.24 1.13 1.30 -0.04
C -5.25 0.13 0.31 -1.11
C -4.00 -0.38 -0.03 0.31
N -2.86 -0.04 0.62 -0.42
C -2.84 0.94 1.53 -0.49
H -4.26 4.67 -0.87 0.22
H -5.94 3.95 0.44 0.34
H -5.58 5.55 1.04 0.37
H -4.72 4.71 2.89 0.34
H -6.23 1.53 1.64 0.48
H -6.21 -0.16 -0.09 0.48
H -3.92 -1.04 -0.93 0.19
H -1.90 1.23 1.97 0.73